No. 1
{"formula": "C23H17AgClN2O4P", "method": "ωB97M-V/def2-TZVPD", "species": ["Ag", "O", "C", "O", "C", "C", "N", "N", "C", "C", "O", "O", "H", "H", "H", "Cl", "C", "C", "C", "C", "C", "C", "P", "C", "C", "C", "C", "C", "C", "C", "C", "C", "C", "C", "C", "H", "H", "H", "H", "H", "H", "H", "H", "H", "H", "H", "H", "H", "H"], "positions_angstrom": [[-0.91790, -0.04530, 0.16720], [1.65800, 4.24150, -4.15960], [1.51830, 2.95250, -3.79810], [1.56430, 2.06620, -4.59700], [1.43140, 2.72960, -2.32600], [2.59550, 3.06190, -1.43580], [1.98910, 1.15970, -0.06510], [0.68670, 1.76980, -0.31520], [0.45560, 2.05220, -1.70620], [-0.91830, 1.68760, -2.28530], [-1.36710, 2.44230, -3.12570], [-1.47700, 0.65270, -1.80480], [1.56740, 4.84110, -3.40710], [3.40670, 3.56220, -1.96810], [2.23900, 1.39640, 0.89920], [0.27250, 0.36760, 2.40420], [0.28980, 1.99830, 3.00120], [0.12270, 2.13500, 4.37120], [-0.01840, 3.38390, 4.94750], [0.00410, 4.51440, 4.14280], [0.22350, 4.37730, 2.78960], [0.36840, 3.12280, 2.18080], [0.67350, 3.33080, 0.39240], [-0.84530, 4.14070, -0.14670], [-0.74270, 5.06060, -1.18010], [-1.87030, 5.71230, -1.63720], [-3.09470, 5.46730, -1.03530], [-3.19600, 4.55230, 0.00380], [-2.07470, 3.87320, 0.44380], [2.14820, 3.97130, -0.28930], [3.06500, 1.67260, -0.93010], [4.39960, 1.74430, -0.27650], [4.95900, 2.80060, 0.34490], [4.40410, 4.05230, 0.75860], [3.12410, 4.47830, 0.62650], [0.07990, 1.24410, 4.97730], [-0.17810, 3.46730, 6.01130], [-0.15720, 5.48850, 4.57650], [0.24810, 5.24480, 2.14190], [0.24100, 5.26660, -1.58400], [-1.79130, 6.40980, -2.45640], [-3.97240, 5.99750, -1.37790], [-4.15420, 4.37180, 0.47020], [-2.13820, 3.15750, 1.25690], [3.12970, 0.98090, -1.78120], [4.99950, 0.85370, -0.39940], [5.97730, 2.65640, 0.68710], [5.06790, 4.67100, 1.34820], [2.80760, 5.33020, 1.21760]], "total_charge": 0, "e_lumo_ev": -0.756, "e_tot_ha": -2245.519099, "homo_lumo_gap_ev": 6.34}

No. 2
{"formula": "C6H16O", "method": "ωB97M-V/def2-TZVPD", "species": ["C", "C", "C", "C", "C", "C", "H", "H", "H", "H", "H", "H", "H", "H", "H", "H", "H", "H", "H", "H", "O", "H", "H"], "positions_angstrom": [[-0.00818, -2.60921, -1.19437], [0.62030, -1.29529, -0.65460], [-0.49517, -0.49294, 0.17555], [-1.03326, 0.82106, -0.42619], [-2.23398, 1.39283, 0.33349], [0.07118, 1.90093, -0.48996], [0.61094, -2.87113, -2.06841], [-0.03587, -3.40688, -0.46381], [-1.06183, -2.56100, -1.49768], [0.81119, -0.59539, -1.47127], [1.39701, -1.49917, 0.07446], [-0.03512, -0.36545, 1.18072], [-1.36377, -1.09945, 0.36612], [-1.39687, 0.54198, -1.41936], [-3.28794, 1.09255, 0.21556], [-2.28464, 2.46121, 0.11571], [-2.04836, 1.28027, 1.42492], [-0.01051, 2.51349, -1.41385], [-0.09827, 2.71516, 0.23603], [1.10649, 1.55605, -0.45287], [2.70442, 0.24010, 1.96728], [2.78587, 0.23680, 0.99700], [1.79725, 0.03295, 2.19720]], "total_charge": 0, "e_lumo_ev": 0.951, "de_lowest_ev": 0.949, "e_tot_ha": -313.408664, "homo_lumo_gap_ev": 11.74}

No. 3
{"formula": "C3H11N2O", "method": "ωB97M-V/def2-TZVPD", "species": ["C", "C", "N", "C", "N", "H", "H", "H", "H", "H", "H", "H", "H", "H", "H", "H", "O"], "positions_angstrom": [[0.93725, 2.32785, 0.54714], [1.41663, 0.92535, 0.95963], [0.78123, -0.03376, -0.08611], [-0.46981, -0.40034, -0.22102], [-1.45480, 0.05830, -1.06486], [1.40494, 2.63495, -0.40243], [1.27903, 3.04130, 1.29097], [-0.16278, 2.37538, 0.43458], [0.80916, 0.73658, 1.84018], [2.47981, 0.68810, 0.90837], [1.12221, 0.10031, -1.05235], [-0.75808, -1.34238, 0.31687], [-1.92018, 0.65153, -0.33049], [-2.16487, -0.63855, -1.33897], [-1.16377, -4.15951, 0.03169], [-1.03419, -3.63542, -1.37657], [-1.10179, -3.32969, -0.45663]], "s_squared": 0.79, "total_charge": 2, "e_lumo_ev": [-12.027, -14.784], "de_lowest_ev": 4.883, "e_tot_ha": -304.774078, "homo_lumo_gap_ev": [7.44, 4.67], "multiplicity": 2}

No. 4
{"formula": "C4H5NOS2", "method": "ωB97M-V/def2-TZVPD", "species": ["N", "S", "O", "C", "C", "C", "S", "C", "H", "H", "H", "H", "H"], "positions_angstrom": [[2.14829, -0.93369, 0.12657], [1.57378, 0.48523, 0.15450], [2.20291, 1.68799, -0.47200], [-0.11584, 0.17621, -0.03975], [-0.87175, -1.09268, -0.47858], [-2.19937, -0.82737, -0.45064], [-2.61935, 0.76095, 0.20515], [-0.93714, 1.11364, 0.39001], [3.06161, -0.95612, -0.32510], [1.55629, 0.92212, 1.37679], [-0.21069, -1.93174, -0.77402], [-2.99769, -1.42130, -0.68298], [-0.59105, 2.01676, 0.97004]], "total_charge": 0, "e_lumo_ev": 0.304, "de_lowest_ev": 3.376, "e_tot_ha": -1081.669210, "homo_lumo_gap_ev": 10.04}